The following is a DFT calculation (ωB97M-V/def2-TZVPD) of a 2-piece molecular cluster, C5H7NO overall.

Structure (XYZ):
```
14
Properties=species:S:1:pos:R:3:forces:R:3
C 0.750 1.381 -1.355 -0.0005 -0.0151 0.0062
C 0.278 0.304 -0.430 0.0603 -0.0658 0.0290
C 0.753 -0.959 -0.343 0.0451 0.0657 -0.0710
N 0.126 -1.643 0.738 -0.2014 0.0505 0.0857
C -0.777 -0.801 1.274 0.0971 0.0003 -0.2212
O -1.849 -1.041 1.958 0.0682 0.0611 -0.0748
C -0.711 0.480 0.649 0.2833 0.0347 0.0163
H -0.080 1.765 -1.960 0.1485 -0.0614 0.0966
H 1.532 1.016 -2.029 -0.1408 0.0578 0.1154
H 1.157 2.226 -0.785 -0.0614 -0.1303 -0.1162
H 1.514 -1.465 -0.926 -0.1734 0.1342 0.1083
H 0.029 -2.646 0.795 0.0228 0.1273 -0.0036
H -0.695 1.372 1.274 -0.0578 -0.1316 -0.0829
H -2.028 0.010 1.139 -0.0900 -0.1274 0.1122
```
Forces are in eV/Å.

The energy above the lowest of the compared OMol25 structures with the same formula, charge and spin comes out at 3.065 eV. The largest force on an atom is 0.286 eV/A. The value obtained for the lowest unoccupied orbital energy is 0.031 Eh. The calculation puts the HOMO-LUMO gap at 8.874 eV.

List of natural (NBO) charges in e, atom by atom: number 1, C, carries -0.63; number 2, C, carries -0.01; number 3, C, carries -0.09; number 4, N, carries -0.56; number 5, C, carries 0.58; number 6, O, carries -0.69; number 7, C, carries -0.63; number 8, H, carries 0.22; number 9, H, carries 0.22; number 10, H, carries 0.22; number 11, H, carries 0.21; number 12, H, carries 0.42; number 13, H, carries 0.26; number 14, H, carries 0.49